This record from the OMol25 dataset describes a 6-piece molecular cluster, C26H56O19S5 overall in a non-equilibrium geometry. The level of theory is the ωB97M-V functional and the def2-TZVPD basis.

The value obtained for the largest force on an atom is 0.0498 hartree/bohr. Its SMILES is C#CC[C@](C)(CCOC(=O)CC)OC=O.CCOS(C)(=O)=O.CCOS(C)(=O)=O.CCOS(C)(=O)=O.CCOS(C)(=O)=O.CCOS(C)(=O)=O. The value obtained for the LUMO energy is 0.358 eV. The molar mass is 833.050 g mol⁻¹.

Element x y z (Å)
C (2.416, -1.917, -0.766)
C (2.079, -2.700, -1.622)
C (1.364, -3.750, -2.453)
C (0.483, -3.119, -3.587)
C (1.484, -2.597, -4.686)
C (-0.368, -1.910, -3.140)
C (-1.078, -2.078, -1.775)
O (-2.515, -1.970, -1.812)
C (-3.117, -2.915, -2.623)
O (-3.422, -2.596, -3.744)
C (-3.475, -4.331, -2.150)
C (-2.479, -4.980, -1.146)
O (-0.427, -4.063, -4.209)
C (0.071, -5.331, -4.306)
O (-0.623, -6.265, -4.011)
H (2.912, -1.257, -0.068)
H (2.154, -4.415, -2.835)
H (0.681, -4.339, -1.810)
H (1.991, -1.714, -4.251)
H (2.273, -3.356, -4.824)
H (0.962, -2.319, -5.613)
H (0.309, -1.037, -3.089)
H (-1.064, -1.675, -3.966)
H (-0.724, -1.250, -1.146)
H (-0.824, -2.997, -1.229)
H (-4.475, -4.334, -1.680)
H (-3.524, -4.974, -3.042)
H (-1.463, -4.990, -1.576)
H (-2.834, -6.001, -0.936)
H (-2.408, -4.404, -0.204)
H (1.093, -5.549, -4.684)
C (0.294, 3.907, 0.376)
C (0.810, 4.176, -1.024)
O (2.157, 3.701, -1.207)
S (2.377, 2.127, -1.371)
C (4.058, 2.194, -1.894)
O (1.571, 1.645, -2.454)
O (2.331, 1.527, -0.067)
H (0.184, 2.838, 0.559)
H (-0.683, 4.373, 0.515)
H (0.986, 4.296, 1.123)
H (0.152, 3.741, -1.780)
H (0.837, 5.250, -1.199)
H (4.105, 2.689, -2.861)
H (4.422, 1.171, -1.976)
H (4.637, 2.735, -1.149)
C (-3.121, 3.504, -3.643)
C (-4.006, 4.719, -3.852)
O (-4.692, 5.105, -2.647)
S (-3.855, 5.848, -1.508)
C (-5.227, 6.352, -0.521)
O (-3.227, 7.005, -2.069)
O (-3.101, 4.874, -0.778)
H (-2.292, 3.731, -2.973)
H (-2.704, 3.169, -4.593)
H (-3.687, 2.687, -3.195)
H (-3.437, 5.562, -4.249)
H (-4.780, 4.481, -4.581)
H (-5.823, 7.065, -1.083)
H (-4.827, 6.818, 0.378)
H (-5.811, 5.474, -0.256)
C (-1.080, -2.895, 4.937)
C (-2.044, -2.184, 4.004)
O (-1.381, -1.187, 3.208)
S (-0.470, -1.677, 1.989)
C (-0.243, -0.126, 1.196)
O (-1.259, -2.508, 1.128)
O (0.791, -2.118, 2.505)
H (-0.357, -3.491, 4.380)
H (-1.622, -3.564, 5.607)
H (-0.517, -2.175, 5.533)
H (-2.572, -2.897, 3.367)
H (-2.795, -1.661, 4.595)
H (-1.203, 0.233, 0.829)
H (0.444, -0.277, 0.366)
H (0.188, 0.570, 1.911)
C (-5.076, 2.789, 8.110)
C (-4.544, 3.084, 6.720)
O (-3.181, 2.656, 6.560)
S (-2.897, 1.091, 6.393)
C (-1.208, 1.222, 5.902)
O (-3.667, 0.594, 5.292)
O (-2.946, 0.471, 7.682)
H (-5.153, 1.715, 8.283)
H (-6.069, 3.222, 8.236)
H (-4.409, 3.194, 8.871)
H (-5.174, 2.634, 5.950)
H (-4.548, 4.160, 6.552)
H (-1.158, 1.723, 4.939)
H (-0.812, 0.211, 5.823)
H (-0.664, 1.776, 6.663)
C (9.138, -0.693, 0.326)
C (8.634, -0.460, -1.086)
O (7.865, -1.572, -1.576)
S (6.378, -1.765, -1.020)
C (5.860, -2.984, -2.182)
O (5.637, -0.557, -1.248)
O (6.441, -2.370, 0.273)
H (8.314, -0.731, 1.038)
H (9.807, 0.114, 0.628)
H (9.671, -1.642, 0.393)
H (8.050, 0.461, -1.152)
H (9.482, -0.354, -1.761)
H (5.842, -2.541, -3.175)
H (4.860, -3.303, -1.891)
H (6.549, -3.824, -2.139)

This record from the OMol25 dataset describes C30H18ClF2N6O2RuSe as an isolated structure. The level of theory is the ωB97M-V functional and the def2-TZVPD basis.

The value obtained for the largest force on an atom is 0.0027 hartree/bohr. The value obtained for the LUMO energy (spin up / spin down) is -1.011 / -1.421 eV. As for the multiplicity: 2. The molar mass is 747.993 g mol⁻¹.

Element x y z (Å)
Ru (-0.540, 0.347, -0.610)
Se (-5.513, 0.119, 5.222)
N (-5.686, 0.426, 3.468)
C (-4.487, 0.374, 2.941)
C (-4.193, 0.609, 1.553)
C (-5.188, 0.914, 0.553)
C (-4.825, 0.939, -0.736)
C (-3.404, 0.608, -1.101)
N (-2.473, 1.031, -0.080)
C (-2.869, 0.677, 1.152)
C (-1.820, 0.170, 2.033)
N (-0.657, -0.173, 1.423)
C (0.306, -0.721, 2.163)
C (0.174, -0.949, 3.525)
C (-1.025, -0.654, 4.142)
C (-2.052, -0.110, 3.379)
C (-3.411, 0.075, 3.877)
N (-3.741, -0.099, 5.123)
H (-6.201, 1.131, 0.868)
H (-5.527, 1.204, -1.517)
H (-3.118, 1.046, -2.058)
H (1.206, -1.000, 1.635)
H (0.996, -1.387, 4.072)
H (-1.195, -0.862, 5.190)
F (4.373, -0.939, -2.620)
C (3.100, -1.271, -2.416)
C (2.301, -0.321, -1.605)
C (0.846, -0.684, -1.432)
C (0.338, -1.851, -2.137)
C (1.218, -2.654, -2.786)
F (0.815, -3.777, -3.386)
C (2.621, -2.401, -2.936)
C (-1.131, -2.004, -2.119)
C (-1.892, -2.840, -2.952)
C (-3.289, -2.634, -3.026)
C (-3.899, -1.723, -2.228)
C (-3.140, -0.974, -1.213)
N (-1.702, -1.119, -1.319)
H (2.303, 0.644, -2.137)
H (3.231, -3.081, -3.512)
H (-1.411, -3.564, -3.587)
H (-3.867, -3.206, -3.740)
H (-4.968, -1.558, -2.278)
H (-3.455, -1.311, -0.208)
Cl (7.909, 3.375, -0.407)
C (6.484, 2.379, -0.353)
C (6.606, 1.033, -0.061)
C (5.464, 0.246, -0.021)
C (4.211, 0.791, -0.269)
C (2.961, -0.048, -0.222)
C (4.114, 2.151, -0.551)
C (5.245, 2.949, -0.598)
H (7.582, 0.608, 0.131)
H (5.556, -0.810, 0.203)
H (2.200, 0.476, 0.356)
H (3.161, -1.005, 0.267)
H (3.138, 2.593, -0.721)
H (5.170, 4.006, -0.814)
O (0.584, 2.153, -0.526)
N (0.250, 2.523, -1.678)
O (-0.505, 1.659, -2.215)

This record from the OMol25 dataset describes C32H32CrF5N4O8S as an isolated structure in a non-equilibrium geometry. The level of theory is the ωB97M-V functional and the def2-TZVPD basis.

As for the charge: -1. The value obtained for the largest force on an atom is 0.0440 hartree/bohr. The value obtained for the LUMO energy (spin up / spin down) is 2.015 / 1.964 eV. As for the multiplicity: 5. The molar mass is 779.681 g mol⁻¹.

Element x y z (Å)
Cr (-1.331, 1.042, -0.058)
O (-3.982, 4.306, 0.236)
C (-3.155, 3.650, -0.572)
O (-3.006, 2.440, -0.544)
C (-2.401, 4.540, -1.543)
O (-1.039, 4.200, -1.536)
C (-0.363, 4.618, -0.364)
C (-0.868, 3.935, 0.962)
O (-1.172, 4.679, 1.884)
O (-0.910, 2.675, 0.971)
H (-4.273, 3.738, 0.971)
H (-2.743, 4.356, -2.566)
H (-2.572, 5.592, -1.273)
H (0.687, 4.373, -0.539)
H (-0.476, 5.705, -0.228)
F (-2.000, 0.539, 2.664)
C (-2.500, 0.241, 1.418)
F (-2.434, -1.151, 1.360)
C (-3.990, 0.534, 1.500)
F (-4.701, -0.217, 2.363)
F (-4.580, 0.356, 0.300)
F (-4.234, 1.815, 1.840)
C (3.492, 0.733, 8.899)
C (3.426, 1.047, 7.436)
O (2.727, 1.877, 6.926)
S (4.506, -0.020, 6.474)
C (3.600, -0.048, 4.943)
C (3.140, -1.279, 4.499)
C (2.300, -1.343, 3.406)
C (1.902, -0.169, 2.759)
C (2.422, 1.057, 3.199)
C (3.279, 1.125, 4.277)
C (0.949, -0.115, 1.718)
C (0.110, 0.111, 0.867)
H (3.184, 1.602, 9.477)
H (4.485, 0.403, 9.188)
H (2.794, -0.081, 9.097)
H (3.427, -2.174, 5.033)
H (1.918, -2.297, 3.073)
H (2.108, 1.959, 2.696)
H (3.665, 2.074, 4.618)
N (0.833, 1.924, -6.290)
C (-0.029, 2.011, -5.209)
O (-1.209, 2.302, -5.385)
C (0.567, 1.811, -3.897)
C (1.960, 1.730, -3.637)
C (2.357, 1.607, -2.323)
C (1.415, 1.537, -1.308)
N (0.080, 1.552, -1.554)
C (-0.299, 1.721, -2.804)
H (0.374, 1.938, -7.187)
H (1.636, 1.321, -6.229)
H (2.687, 1.801, -4.432)
H (3.405, 1.565, -2.065)
H (1.702, 1.450, -0.270)
H (-1.361, 1.790, -3.009)
C (1.501, -5.448, -3.066)
C (0.376, -5.750, -2.079)
N (-0.275, -4.528, -1.633)
C (-0.109, -4.181, -0.241)
C (1.260, -3.565, 0.061)
C (-1.091, -3.933, -2.555)
O (-1.302, -4.518, -3.620)
C (-1.711, -2.610, -2.332)
C (-2.764, -2.294, -3.230)
C (-3.384, -1.071, -3.129)
C (-2.962, -0.169, -2.164)
N (-1.928, -0.427, -1.329)
C (-1.320, -1.609, -1.442)
H (1.950, -6.376, -3.412)
H (2.267, -4.832, -2.599)
H (1.085, -4.917, -3.918)
H (0.762, -6.275, -1.203)
H (-0.372, -6.377, -2.578)
H (-0.215, -5.102, 0.348)
H (-0.908, -3.507, 0.067)
H (2.052, -4.304, -0.058)
H (1.271, -3.200, 1.083)
H (1.467, -2.726, -0.598)
H (-3.044, -3.027, -3.972)
H (-4.191, -0.800, -3.793)
H (-3.448, 0.789, -2.057)
H (-0.472, -1.731, -0.786)

This record from the OMol25 dataset describes a 2-piece molecular cluster, C6H10Br2 overall in a non-equilibrium geometry. The level of theory is the ωB97M-V functional and the def2-TZVPD basis.

The value obtained for the largest force on an atom is 0.0820 hartree/bohr. The value obtained for the LUMO energy (spin up / spin down) is -0.661 / -0.877 eV. The molar mass is 241.954 g mol⁻¹.

Element x y z (Å)
C (-2.457, 0.999, 0.138)
C (-1.751, -0.096, -0.023)
C (1.068, -0.329, -1.412)
C (1.007, 1.244, 0.631)
C (0.905, -1.395, 0.906)
C (0.903, -0.131, 0.052)
Br (-4.370, 1.378, 0.010)
Br (-2.298, -1.855, -0.397)
H (-1.894, 1.960, 0.475)
H (0.634, -1.256, -1.846)
H (0.569, 0.573, -2.058)
H (2.099, -0.381, -1.694)
H (1.107, 1.936, -0.175)
H (1.829, 1.280, 1.320)
H (-0.003, 1.527, 1.012)
H (0.887, -1.344, 1.938)
H (1.734, -2.050, 0.665)
H (0.030, -2.061, 0.459)

This record from the OMol25 dataset describes C36H40Ge2N3O3Pb as an isolated structure in a non-equilibrium geometry. The level of theory is the ωB97M-V functional and the def2-TZVPD basis.

As for the charge: +2. The value obtained for the largest force on an atom is 0.0885 hartree/bohr. The value obtained for the LUMO energy (spin up / spin down) is -6.030 / -6.931 eV. As for the multiplicity: 2. The molar mass is 915.154 g mol⁻¹.

Element x y z (Å)
Pb (-12.552, 18.217, 3.223)
O (-11.189, 18.557, -1.464)
C (-11.032, 19.094, -2.818)
C (-11.745, 18.290, -3.798)
C (-11.431, 16.793, -3.491)
C (-10.032, 16.518, -3.762)
C (-9.678, 16.206, -5.172)
C (-8.656, 15.342, -5.391)
C (-7.662, 14.988, -4.219)
C (-7.754, 16.095, -3.118)
N (-9.141, 16.430, -2.819)
H (-10.432, 18.898, -0.955)
H (-9.936, 19.111, -3.173)
H (-11.394, 20.121, -2.824)
H (-11.467, 18.631, -4.764)
H (-12.830, 18.426, -3.738)
H (-12.018, 16.209, -4.165)
H (-11.764, 16.644, -2.491)
H (-10.344, 16.330, -6.026)
H (-8.546, 14.879, -6.363)
H (-6.613, 14.974, -4.485)
H (-6.987, 16.825, -3.059)
O (-15.474, 21.487, -3.678)
C (-15.041, 20.289, -3.205)
O (-14.651, 19.389, -3.945)
C (-14.973, 20.061, -1.704)
C (-15.577, 18.959, -1.127)
C (-15.253, 18.580, 0.114)
C (-14.454, 19.411, 0.869)
C (-13.920, 20.579, 0.396)
C (-14.203, 20.868, -0.916)
N (-14.309, 19.079, 2.289)
C (-15.431, 19.192, 3.069)
C (-15.333, 18.833, 4.400)
C (-16.306, 19.129, 5.365)
C (-16.216, 18.787, 6.696)
C (-15.052, 18.164, 7.096)
C (-14.074, 17.888, 6.225)
N (-14.171, 18.292, 4.841)
H (-15.628, 22.039, -2.888)
H (-16.050, 18.182, -1.731)
H (-15.725, 17.739, 0.599)
H (-13.360, 21.274, 0.978)
H (-13.664, 21.773, -1.184)
H (-16.299, 19.611, 2.659)
H (-17.193, 19.430, 4.913)
H (-16.991, 18.918, 7.471)
H (-14.824, 17.801, 8.108)
H (-13.167, 17.333, 6.398)
C (-9.771, 12.255, -0.257)
Ge (-10.789, 13.897, -0.424)
C (-12.037, 13.759, -1.869)
C (-11.600, 14.442, 1.242)
Ge (-9.176, 15.631, -0.960)
C (-7.649, 14.952, -2.023)
C (-8.125, 13.944, -3.144)
C (-7.414, 12.630, -3.117)
C (-6.309, 12.432, -2.450)
C (-5.682, 13.478, -1.721)
C (-6.334, 14.661, -1.497)
C (-8.611, 17.055, 0.197)
C (-8.006, 18.132, -0.400)
C (-7.556, 19.200, 0.342)
C (-7.796, 19.277, 1.666)
C (-8.378, 18.195, 2.376)
C (-8.817, 17.104, 1.586)
H (-9.404, 11.882, -1.229)
H (-10.459, 11.492, 0.143)
H (-8.916, 12.328, 0.428)
H (-11.503, 13.668, -2.838)
H (-12.696, 14.592, -1.956)
H (-12.543, 12.766, -1.666)
H (-12.710, 14.416, 1.132)
H (-11.369, 15.420, 1.582)
H (-11.221, 13.715, 1.954)
H (-9.253, 13.869, -3.106)
H (-7.849, 11.891, -3.746)
H (-5.679, 11.477, -2.450)
H (-4.739, 13.319, -1.308)
H (-5.826, 15.356, -0.886)
H (-7.622, 18.097, -1.406)
H (-7.019, 19.996, -0.124)
H (-7.403, 20.079, 2.196)
H (-8.389, 18.179, 3.466)
H (-9.197, 16.242, 2.103)

This record from the OMol25 dataset describes C47H44N6O7P2Ti as an isolated structure. The level of theory is the ωB97M-V functional and the def2-TZVPD basis.

As for the charge: +1. The value obtained for the largest force on an atom is 0.0093 hartree/bohr. The value obtained for the LUMO energy (spin up / spin down) is -3.118 / -3.057 eV. As for the multiplicity: 2. The molar mass is 914.719 g mol⁻¹.

Element x y z (Å)
Ti (0.616, -0.501, -0.535)
O (-2.849, -1.990, -1.725)
C (-1.654, -1.925, -1.764)
N (-0.777, -2.108, -0.669)
C (-0.006, -3.226, -0.728)
O (-0.064, -4.130, -1.546)
C (1.022, -3.248, 0.378)
C (1.588, -4.411, 0.859)
C (2.477, -4.329, 1.920)
C (2.783, -3.084, 2.452)
C (2.203, -1.961, 1.890)
N (1.344, -2.044, 0.879)
C (-0.922, -1.467, -3.001)
C (-1.461, -1.579, -4.263)
C (-0.700, -1.147, -5.339)
C (0.548, -0.594, -5.099)
C (0.998, -0.491, -3.794)
N (0.289, -0.937, -2.755)
H (1.311, -5.351, 0.400)
H (2.924, -5.224, 2.332)
H (3.464, -2.982, 3.285)
H (2.423, -0.964, 2.254)
H (-2.448, -2.003, -4.375)
H (-1.076, -1.235, -6.350)
H (1.167, -0.237, -5.910)
H (1.957, -0.044, -3.566)
C (-1.299, 3.644, 0.503)
N (-0.998, 2.271, 0.100)
P (-0.379, 1.784, -1.398)
C (-1.734, 1.797, -2.609)
C (-1.487, 2.108, -3.948)
C (-2.488, 1.955, -4.894)
C (-3.741, 1.489, -4.516)
C (-3.993, 1.178, -3.188)
C (-2.994, 1.327, -2.238)
C (0.724, 3.075, -2.032)
C (2.064, 2.779, -2.265)
C (2.921, 3.738, -2.787)
C (2.441, 5.006, -3.075)
C (1.103, 5.311, -2.855)
C (0.246, 4.349, -2.346)
P (-1.000, 0.888, 1.097)
C (-0.526, 1.457, 2.755)
C (-1.301, 1.142, 3.870)
C (-0.915, 1.571, 5.132)
C (0.247, 2.310, 5.294)
C (1.027, 2.623, 4.188)
C (0.647, 2.201, 2.924)
C (-2.741, 0.432, 1.314)
C (-3.106, -0.906, 1.266)
C (-4.438, -1.275, 1.424)
C (-5.405, -0.307, 1.623)
C (-5.048, 1.039, 1.668)
C (-3.724, 1.407, 1.518)
H (-2.024, 4.095, -0.176)
H (-0.392, 4.251, 0.515)
H (-1.720, 3.645, 1.507)
H (-0.517, 2.484, -4.250)
H (-2.294, 2.209, -5.929)
H (-4.522, 1.376, -5.257)
H (-4.966, 0.811, -2.888)
H (-3.195, 1.070, -1.205)
H (2.442, 1.792, -2.033)
H (3.962, 3.498, -2.960)
H (3.108, 5.758, -3.474)
H (0.726, 6.298, -3.089)
H (-0.803, 4.585, -2.215)
H (-2.202, 0.552, 3.761)
H (-1.528, 1.327, 5.991)
H (0.544, 2.644, 6.279)
H (1.935, 3.201, 4.306)
H (1.260, 2.450, 2.069)
H (-2.348, -1.653, 1.085)
H (-4.714, -2.320, 1.369)
H (-6.443, -0.592, 1.740)
H (-5.805, 1.797, 1.823)
H (-3.458, 2.456, 1.561)
C (3.036, -2.976, -2.578)
C (3.493, -1.797, -1.795)
N (2.754, -0.858, -1.224)
C (3.625, -0.027, -0.548)
C (4.901, -0.451, -0.739)
N (4.796, -1.563, -1.529)
C (6.247, 0.014, -0.301)
O (6.286, 1.084, 0.464)
O (7.215, -0.624, -0.626)
C (3.052, 1.057, 0.286)
O (3.772, 1.863, 0.865)
O (1.767, 1.038, 0.318)
H (3.277, -3.896, -2.043)
H (3.535, -3.008, -3.548)
H (1.962, -2.958, -2.732)
H (5.601, -2.096, -1.830)
H (5.378, 1.455, 0.648)
C (-2.327, -3.149, 4.442)
C (-1.397, -2.370, 5.401)
C (-0.211, -1.979, 4.505)
O (-0.682, -2.106, 3.168)
C (-1.472, -3.289, 3.187)
H (-3.219, -2.564, 4.215)
H (-2.643, -4.110, 4.843)
H (-1.073, -2.978, 6.244)
H (-1.896, -1.487, 5.800)
H (0.633, -2.663, 4.662)
H (0.137, -0.956, 4.648)
H (-0.816, -4.169, 3.257)
H (-2.038, -3.354, 2.258)